1.
2 unconnected molecules or ions with the total composition C24H48BIN5O7P2S2. Source: the Open Molecules 2025 dataset; level of theory: ωB97M-V/def2-TZVPD.

## Properties
**Max |F|**: 2.36 eV/A
**E_HOMO**: -0.3967 hartree
**Gap between HOMO and LUMO**: 7.68 eV
**E_LUMO**: -3.11 eV
**Charge**: +1
**2S+1**: 1

```
90
Properties=species:S:1:pos:R:3:lowdin_charge:R:1
C -2.70213 -3.98523 -3.44960 0.069
C -1.61724 -3.68144 -4.16779 -0.085
C -0.25269 -4.13168 -3.78543 -0.475
O -0.04135 -4.65380 -2.69339 0.108
O 0.74270 -3.92808 -4.69773 -0.016
C 1.34619 -2.62880 -4.55843 -0.172
C 2.77247 -2.72461 -4.06887 -0.159
C 3.21253 -1.41117 -3.41641 -0.187
C 2.88593 -1.42736 -1.91475 -0.204
C 2.54623 -0.02932 -1.37612 -0.151
C 1.06804 0.26344 -1.65912 -0.134
N 0.12497 0.03257 -0.55261 -0.016
C 0.45908 0.28213 0.75657 -0.258
N 1.15895 -0.46480 1.55559 -0.004
C 1.43320 -0.10294 2.96479 -0.109
C 2.11662 1.25866 3.17637 -0.247
C 1.22075 2.19003 4.03433 -0.671
I 2.33632 3.24822 5.52969 0.834
C 1.69028 -1.74707 1.09505 -0.165
S 1.09534 -3.13851 2.12345 0.691
O 0.41701 -4.05012 1.26600 -0.310
O 2.20795 -3.62077 2.87844 -0.317
N -0.15313 1.42487 1.22368 0.107
C -1.39443 1.64416 0.44628 -0.349
B -2.73813 1.73676 1.30309 -0.574
O -3.88544 1.72831 0.55265 0.144
C -2.78475 1.88073 2.86999 -0.126
C -2.96845 0.48749 3.54140 -0.091
P -1.16877 3.50488 0.00221 0.982
C 0.34920 3.67321 -1.04129 -0.231
O -2.39834 3.96131 -0.98477 -0.270
C -1.25393 0.52883 -0.65426 -0.478
C -1.70110 1.03713 -2.02093 -0.458
S -1.90600 -0.23404 -3.31043 0.868
C -3.68865 -0.25664 -3.61795 -0.515
C -4.03030 -0.33587 -5.11767 -0.142
P -2.31424 -1.06838 -0.41677 0.928
N -1.13931 -2.26720 -0.74856 -0.125
O -2.41771 -1.23943 1.23660 -0.293
H -3.57903 -3.35445 -3.50499 0.057
H -2.74822 -4.82838 -2.77629 0.083
H -1.73343 -3.08512 -5.06536 0.109
H 0.71783 -2.03046 -3.89313 0.093
H 1.33530 -2.17477 -5.54664 0.137
H 2.84895 -3.50975 -3.31664 0.124
H 3.43876 -3.00848 -4.87673 0.121
H 4.28783 -1.30236 -3.52390 0.118
H 2.72671 -0.58355 -3.93774 0.117
H 2.03814 -2.09992 -1.78259 0.097
H 3.74645 -1.85044 -1.40041 0.123
H 2.85101 0.13544 -0.34561 0.100
H 3.12428 0.67374 -1.97152 0.120
H 0.78199 -0.40797 -2.46820 0.084
H 0.97473 1.25871 -2.08710 0.100
H 2.10074 -0.86614 3.35374 0.123
H 0.49806 -0.20650 3.50884 0.119
H 2.26599 1.76687 2.22874 0.101
H 3.05140 1.15493 3.70991 0.072
H 0.69345 2.91309 3.42629 0.021
H 0.46367 1.64374 4.58295 0.030
H 1.32357 -1.95445 0.09858 0.075
H 2.77411 -1.73919 1.13362 0.127
H 0.22007 -2.53184 2.97374 0.085
H 0.44615 2.22488 1.37888 0.094
H -4.55064 1.14335 0.92555 0.120
H -1.92064 2.40343 3.27499 0.085
H -3.66494 2.46301 3.13923 0.109
H -3.75185 -0.04321 3.01300 0.058
H -2.03952 -0.06701 3.48332 0.049
H -3.29585 0.62380 4.56609 0.079
H 1.09553 2.94002 -0.75885 0.027
H 0.70748 4.68492 -0.88811 0.044
H 0.10190 3.60202 -2.10210 0.041
H -2.08180 3.99243 -1.89556 0.056
H -2.67083 1.49775 -1.86058 0.077
H -1.03354 1.78591 -2.43097 0.049
H -4.18152 -1.05478 -3.07189 0.048
H -4.09054 0.66968 -3.21919 0.070
H -4.56306 0.56487 -5.40642 0.071
H -3.14132 -0.39430 -5.73650 0.054
H -4.68596 -1.17526 -5.31866 0.070
H -0.82465 -2.21263 -1.70671 -0.010
H -1.51036 -3.18465 -0.53421 0.048
H -3.23429 -1.72430 1.37916 0.049
C 4.62297 3.86776 8.92078 -0.084
C 3.78010 5.01861 8.63186 -0.315
N 3.11355 5.92222 8.39870 0.136
H 5.41257 3.76804 8.17756 0.082
H 5.09206 3.96673 9.89806 0.085
H 4.03900 2.94847 8.91971 0.075
```

=====

2.
8 unconnected molecules or ions with the total composition C24H48Cl8O8. Source: the Open Molecules 2025 dataset; level of theory: ωB97M-V/def2-TZVPD.

## Properties
**Structure (SMILES)**: CCOC(C)=O.CCOC(C)=O.CCOC(C)=O.CCOC(C)=O.ClCCCl.ClCCCl.ClCCCl.ClCCCl
**Max |F|**: 6.25 eV/A
**E_HOMO**: -0.3685 hartree
**Gap between HOMO and LUMO**: 10.02 eV
**E_LUMO**: -0.01 eV
**Charge**: 0
**2S+1**: 1

```
88
Properties=species:S:1:pos:R:3:lowdin_charge:R:1
C 1.50991 0.33399 3.90694 -0.051
C 0.68964 0.26788 5.18266 -0.223
O -0.47621 1.05297 4.98379 -0.031
C -1.11114 1.64120 6.02174 -0.521
C -2.22634 2.53285 5.63906 0.010
O -0.91269 1.46409 7.22275 0.083
H 1.98691 1.30696 4.02488 0.089
H 0.99446 0.24741 2.95043 0.055
H 2.28366 -0.43315 3.93706 0.051
H 0.38319 -0.76733 5.33269 0.122
H 1.24950 0.59173 6.06003 0.129
H -2.67849 2.21753 4.69873 0.070
H -1.89088 3.55213 5.44765 0.095
H -2.92916 2.52089 6.47213 0.097
C -3.28259 4.98256 -2.84491 -0.093
C -1.92280 4.62081 -3.34937 -0.195
O -1.69878 5.34129 -4.63342 0.022
C -0.51751 5.80229 -4.87634 -0.571
C -0.34838 6.20827 -6.31215 0.019
O 0.36368 5.89595 -4.01888 0.063
H -3.77126 4.36566 -2.09076 0.063
H -4.04813 5.01755 -3.62004 0.078
H -3.21097 5.97106 -2.39122 0.080
H -1.16044 4.86248 -2.60875 0.111
H -1.82472 3.53848 -3.43333 0.075
H 0.71131 6.24008 -6.56543 0.090
H -0.75929 7.21060 -6.43292 0.089
H -0.92670 5.57772 -6.98745 0.086
C 1.42919 -0.38770 0.09114 -0.078
C 1.48440 1.14678 0.11942 -0.177
O 0.16394 1.65160 0.31118 -0.019
C -0.56878 2.11275 -0.69564 -0.526
C -1.96660 2.45851 -0.21049 0.028
O -0.20006 2.15942 -1.85298 0.083
H 0.97806 -0.74831 -0.83327 0.052
H 0.75166 -0.78743 0.84565 0.040
H 2.40781 -0.86742 0.07494 0.079
H 2.06842 1.36841 1.01267 0.116
H 1.92703 1.52512 -0.80201 0.109
H -2.32301 1.75955 0.54615 0.035
H -2.58689 2.44407 -1.10667 0.068
H -1.80726 3.44576 0.22317 0.102
C 2.82045 -7.26962 1.12019 -0.053
C 1.31680 -6.92154 0.96889 -0.173
O 1.29174 -5.55736 0.58075 0.006
C 0.74933 -5.20359 -0.48483 -0.573
C 0.75094 -3.67175 -0.58618 0.013
O 0.33709 -5.93613 -1.39233 0.072
H 3.01578 -8.30941 1.38242 0.075
H 3.30450 -6.71308 1.92272 0.064
H 3.31945 -7.07468 0.17092 0.083
H 0.80237 -7.55095 0.24274 0.122
H 0.90165 -7.04720 1.96887 0.121
H 1.68635 -3.32654 -0.14580 0.058
H 0.02358 -3.18964 0.06697 0.069
H 0.64601 -3.40061 -1.63669 0.049
Cl 3.82014 1.22620 -4.48754 0.564
C 2.13129 1.35502 -3.99103 -0.704
C 1.39366 0.03564 -3.94816 -0.653
Cl 1.07629 -0.49527 -5.65143 0.527
H 1.64912 2.07978 -4.64704 0.068
H 2.06549 1.82388 -3.00922 0.043
H 0.42646 0.08220 -3.44770 0.000
H 1.99369 -0.68293 -3.38983 0.070
Cl -3.85802 1.55271 -3.96913 0.551
C -2.56448 0.27333 -3.97443 -0.597
C -2.60637 -0.68862 -2.69726 -0.611
Cl -1.33607 -1.93285 -2.88469 0.619
H -1.63113 0.80164 -4.16898 0.039
H -2.70349 -0.30795 -4.88596 0.060
H -3.63045 -1.04155 -2.57567 0.073
H -2.38422 -0.12569 -1.79069 -0.006
Cl -2.17105 -0.87162 0.78188 0.672
C -2.44174 -0.42860 2.48908 -0.634
C -3.36609 -1.46053 3.01824 -0.696
Cl -3.74234 -1.15644 4.72459 0.586
H -2.74539 0.61362 2.58742 0.072
H -1.48107 -0.44697 3.00373 0.060
H -2.83667 -2.40237 2.87420 0.070
H -4.33227 -1.59712 2.53250 0.072
Cl 5.17729 -1.47728 3.92450 0.544
C 4.22460 -2.96121 3.68894 -0.684
C 3.53051 -3.21503 2.33930 -0.609
Cl 4.78476 -3.34065 1.03428 0.536
H 3.64784 -3.13408 4.59754 0.071
H 4.95262 -3.76760 3.77738 0.052
H 2.78994 -2.43534 2.16113 0.048
H 2.96708 -4.14771 2.36690 0.057
```